(1)
The following is a quantum chemistry calculation of C8H17ClIN2OPS3 as an isolated structure in a non-equilibrium geometry, from the Open Molecules 2025 dataset.

Element x y z (Å)
S: 2.136 -3.828 0.172
P: 2.564 -1.962 0.218
N: 1.913 -1.080 -1.279
Cl: 0.540 -2.043 -2.033
C: 1.338 0.262 -0.971
C: 2.355 1.309 -0.480
C: 2.198 1.535 1.028
S: 0.701 2.449 1.471
C: -0.427 1.085 1.865
S: -0.157 0.309 3.276
N: -1.465 0.738 1.040
C: -1.714 1.616 -0.118
C: -2.464 0.923 -1.257
O: -3.378 0.001 -0.755
C: -2.634 -1.091 -0.268
C: -1.600 -0.716 0.792
H: 3.958 -1.810 0.206
H: 1.953 -1.386 1.339
H: 2.652 -1.015 -1.981
H: 0.887 0.644 -1.878
H: 0.558 0.155 -0.236
H: 3.381 1.086 -0.775
H: 2.088 2.246 -0.957
H: 3.047 2.116 1.375
H: 2.237 0.604 1.580
H: -2.376 2.405 0.229
H: -0.839 2.083 -0.558
H: -1.750 0.421 -1.920
H: -2.929 1.706 -1.851
H: -2.147 -1.660 -1.075
H: -3.447 -1.885 0.255
H: -1.908 -1.215 1.707
H: -0.639 -1.184 0.532
I: -4.633 -2.816 1.307

The LUMO energy comes out at -3.071 eV. As for the gap between HOMO and LUMO: 2.760 eV.

=====

(2)
The following is a quantum chemistry calculation of C8H17CoOP2 as an isolated structure in a non-equilibrium geometry, from the Open Molecules 2025 dataset.

Element x y z (Å)
C: 2.080 -1.138 -2.528
C: 2.780 -0.946 -1.300
C: 2.236 -1.898 -0.352
C: 1.190 -2.649 -1.018
C: 1.082 -2.139 -2.355
Co: 0.803 -0.757 -0.944
P: -0.177 0.861 -2.156
H: 2.270 -0.604 -3.460
H: 3.604 -0.252 -1.133
H: 2.625 -2.103 0.631
H: 0.452 -2.553 -3.146
H: 0.658 -3.516 -0.630
H: -1.070 0.501 -3.201
H: 0.595 1.738 -2.965
H: -0.947 1.809 -1.406
C: -1.547 0.331 3.265
P: -1.008 0.579 1.551
C: -2.631 0.875 0.776
C: 0.076 2.005 1.711
O: -0.257 -0.524 0.798
H: -0.673 0.004 3.875
H: -2.257 -0.520 3.304
H: -2.025 1.263 3.666
H: -3.156 1.647 1.348
H: -2.510 1.150 -0.268
H: -3.194 -0.061 0.785
H: 1.108 1.649 1.600
H: -0.053 2.708 0.889
H: -0.056 2.539 2.665

The LUMO energy (alpha / beta) comes out at 0.670 / -0.220 eV. Its multiplicity is 5. The expectation value of S² is 6.02. As for the gap between HOMO and LUMO (alpha / beta): 3.093 / 9.549 eV.

=====

(3)
The following is a quantum chemistry calculation of a 3-piece molecular cluster, C8H17F3O7S3 overall in a non-equilibrium geometry, from the Open Molecules 2025 dataset.

Element x y z (Å)
O: -3.931 -3.899 1.598
S: -2.458 -4.152 2.063
O: -2.336 -4.897 3.435
O: -1.344 -4.770 0.881
C: -0.449 -3.697 0.331
C: -1.238 -2.256 0.641
C: -0.279 -0.923 0.941
O: 1.116 -1.244 0.602
C: 2.073 -0.680 1.567
F: 3.371 -0.515 0.811
F: 2.385 -1.669 2.655
F: 1.731 0.671 2.073
O: -1.802 -2.546 2.001
H: -0.232 -3.913 -0.821
H: 0.497 -3.845 1.043
H: -2.243 -2.053 0.037
H: -0.467 -0.644 2.062
H: -0.635 -0.080 0.176
C: 1.459 5.516 2.627
S: 0.576 4.645 1.310
O: -0.306 3.619 1.959
C: 2.025 3.781 0.656
H: 0.737 6.101 3.202
H: 1.949 4.796 3.287
H: 2.199 6.188 2.187
H: 2.480 3.170 1.439
H: 2.747 4.511 0.282
H: 1.704 3.137 -0.166
C: -0.853 -1.604 -4.579
S: 0.032 -0.482 -3.469
O: -0.053 -1.057 -2.086
C: -1.170 0.866 -3.572
H: -0.298 -2.543 -4.639
H: -1.856 -1.799 -4.191
H: -0.916 -1.157 -5.574
H: -2.153 0.517 -3.247
H: -1.223 1.230 -4.601
H: -0.840 1.677 -2.919

The LUMO energy comes out at 0.208 eV. As for the gap between HOMO and LUMO: 9.345 eV.

=====

(4)
The following is a quantum chemistry calculation of C8H17FN3O5PS3 as an isolated structure in a non-equilibrium geometry, from the Open Molecules 2025 dataset.

Element x y z (Å)
N: -3.067 -0.087 0.371
P: -3.078 0.403 -1.123
O: -4.643 0.319 -1.719
O: -2.168 -0.661 -2.067
N: -2.544 2.059 -1.427
C: -1.293 2.434 -0.701
C: -0.242 1.289 -0.524
C: 1.092 1.939 0.046
S: 1.474 1.437 1.768
C: 1.225 -0.359 1.927
S: 0.143 -0.865 3.091
N: 1.943 -1.224 1.043
C: 3.349 -1.359 1.518
C: 4.100 -2.149 0.389
O: 3.640 -3.488 0.280
C: 2.224 -3.540 0.074
C: 1.412 -2.596 1.042
S: -3.831 3.109 -0.909
O: -3.289 4.402 -0.441
O: -4.792 3.347 -2.013
F: -4.644 2.452 0.336
H: -2.697 0.672 0.946
H: -4.540 -0.072 -2.601
H: -1.736 -0.135 -2.757
H: -1.462 2.890 0.302
H: -0.798 3.229 -1.309
H: -0.544 0.497 0.187
H: 0.003 0.869 -1.524
H: 0.920 3.044 0.076
H: 1.926 1.791 -0.673
H: 3.810 -0.366 1.716
H: 3.300 -1.986 2.446
H: 4.000 -1.587 -0.571
H: 5.169 -2.176 0.686
H: 1.933 -3.331 -0.982
H: 1.925 -4.580 0.335
H: 0.345 -2.536 0.718
H: 1.433 -3.084 2.043

The LUMO energy comes out at -0.584 eV. As for the gap between HOMO and LUMO: 8.174 eV.

=====

(5)
The following is a quantum chemistry calculation of C8H17FeN7O7S as an isolated structure, from the Open Molecules 2025 dataset.

Element x y z (Å)
Fe: -0.013 -0.899 0.705
N: -2.411 -1.517 0.222
C: -2.361 -2.862 -0.319
C: -1.239 -3.632 0.374
O: -1.384 -4.843 0.567
N: -0.177 -2.892 0.717
C: 0.616 -3.366 1.853
C: 0.219 -2.471 3.003
O: 0.233 -2.823 4.167
O: -0.094 -1.263 2.596
H: -2.826 -1.501 1.149
H: -2.869 -0.855 -0.387
H: -2.139 -2.782 -1.383
H: -3.292 -3.419 -0.207
H: 1.684 -3.178 1.701
H: 0.432 -4.402 2.120
C: 0.407 4.179 -1.175
N: -0.126 3.246 -0.202
C: 0.234 3.532 1.184
C: -0.434 1.959 -0.540
N: -0.992 1.115 0.271
N: -0.140 1.612 -1.847
C: -0.015 0.282 -2.279
N: 1.117 0.131 -3.057
N: -0.895 -0.598 -1.997
H: 1.476 4.011 -1.353
H: 0.277 5.189 -0.788
H: -0.140 4.118 -2.114
H: 1.106 4.186 1.184
H: 0.530 2.616 1.694
H: -0.577 4.032 1.719
H: -1.135 1.560 1.172
H: 0.623 2.158 -2.210
H: 1.922 0.517 -2.550
H: 1.291 -0.842 -3.268
H: -0.578 -1.504 -2.335
O: 3.713 0.010 0.860
S: 2.409 0.275 0.327
O: 2.411 1.321 -0.709
O: 1.751 -0.993 -0.256
O: 1.389 0.593 1.389

The LUMO energy (alpha / beta) comes out at 2.583 / 2.572 eV. Its multiplicity is 6. The charge is -1. The expectation value of S² is 8.76. As for the gap between HOMO and LUMO (alpha / beta): 7.910 / 7.961 eV.

=====

(6)
The following is a quantum chemistry calculation of an isolated ion of composition C8H17N2 and charge +1 in a non-equilibrium geometry, from the Open Molecules 2025 dataset.

Element x y z (Å)
C: 0.676 1.865 -0.515
C: 0.745 0.414 -0.579
N: 0.302 -0.522 0.363
C: -0.932 -0.886 0.505
N: -1.948 -0.185 0.160
C: -2.149 0.803 -0.920
C: -3.090 -0.605 0.925
C: 1.689 -0.519 0.135
C: 2.678 0.077 1.114
C: 2.108 -1.702 -0.650
H: 0.791 2.405 -1.393
H: 1.556 2.214 0.055
H: -0.188 2.323 0.036
H: 0.449 0.070 -1.576
H: -1.133 -1.623 1.233
H: -1.698 1.809 -0.829
H: -1.967 0.531 -1.903
H: -3.176 0.924 -0.880
H: -3.407 -1.572 0.778
H: -2.915 -0.410 1.960
H: -4.077 -0.053 0.577
H: 3.706 0.148 0.585
H: 2.979 -0.381 1.928
H: 2.523 1.084 1.281
H: 1.242 -1.966 -1.344
H: 2.177 -2.629 0.023
H: 3.059 -1.616 -1.067

The LUMO energy comes out at -3.300 eV. The value obtained for the energy above the lowest of the compared OMol25 structures with the same formula, charge and spin is 93.4 kcal/mol. The charge is +1. As for the structure (SMILES): C[C@@H]1N(C=[N+](C)C)C1(C)C. As for the gap between HOMO and LUMO: 10.485 eV.

=====

| no. | molar mass (g/mol) | total energy (eV) |
| --- | --- | --- |
| 1 | 446.8 | -76010.4117 |
| 2 | 250.1 | -66819.4301 |
| 3 | 378.4 | -63554.8288 |
| 4 | 381.4 | -67789.6160 |
| 5 | 411.2 | -78562.6455 |
| 6 | 141.2 | -11542.1426 |